1.
{
  "formula": "C51H69BN8OPPt",
  "method": "the ωB97M-V functional and the def2-TZVPD basis",
  "symbols": ["Pt", "C", "C", "C", "C", "N", "N", "B", "N", "N", "C", "C", "C", "C", "C", "C", "C", "C", "N", "N", "C", "C", "C", "C", "C", "C", "C", "C", "C", "C", "C", "C", "H", "H", "H", "H", "H", "H", "H", "H", "H", "H", "H", "H", "H", "H", "H", "H", "H", "H", "H", "H", "H", "H", "H", "H", "H", "H", "H", "H", "H", "H", "H", "H", "H", "H", "H", "H", "H", "H", "H", "H", "C", "C", "C", "C", "C", "O", "C", "N", "C", "C", "C", "C", "C", "C", "P", "C", "C", "C", "C", "C", "C", "C", "C", "C", "C", "C", "C", "H", "H", "H", "H", "H", "H", "H", "H", "H", "H", "H", "H", "H", "H", "H", "H", "H", "H", "H", "H", "H", "H", "H", "H", "C", "C", "C", "N", "H", "H", "H", "H", "H"],
  "positions_angstrom": [[-0.63263, 0.13094, -0.26194], [-0.28612, 4.64333, 2.50350], [-0.05039, 3.92783, 1.21940], [-0.10285, 4.42275, -0.06389], [0.07915, 3.33468, -0.92527], [0.25049, 2.22284, -0.18660], [0.18504, 2.59946, 1.12698], [0.62209, 1.71369, 2.29406], [-0.52106, 0.84301, 2.79998], [-1.06849, -0.16578, 2.04857], [-1.88698, -0.84754, 2.85860], [-1.87245, -0.25191, 4.13231], [-1.01333, 0.81363, 4.06320], [-0.68580, 1.78208, 5.15366], [-2.69782, -2.09038, 2.56679], [-2.53537, -2.57000, 1.13081], [-4.17511, -1.79749, 2.87567], [-2.20908, -3.20640, 3.51061], [1.88513, 0.80050, 1.95684], [2.40664, 0.69096, 0.82358], [3.77061, 0.28474, 1.02685], [4.00997, 0.08518, 2.38513], [2.83212, 0.39649, 2.99641], [2.49816, 0.38280, 4.42882], [4.73379, 0.43023, -0.06979], [6.09652, -0.15899, 0.29559], [4.21180, -0.14482, -1.39968], [4.85572, 1.98570, -0.22148], [0.16065, 3.45296, -2.42827], [1.34095, 4.38439, -2.75441], [0.37366, 2.10043, -3.07616], [-1.13129, 4.07436, -2.97997], [-0.41962, 5.70616, 2.31770], [-1.18879, 4.26181, 2.98528], [0.54132, 4.52003, 3.20403], [-0.21912, 5.45638, -0.34661], [1.01808, 2.39642, 3.19254], [-2.43288, -0.56183, 4.99768], [-1.16087, 1.44751, 6.07283], [0.38294, 1.86887, 5.33952], [-1.06318, 2.77939, 4.92606], [-2.67543, -1.76035, 0.41127], [-1.54200, -2.99448, 0.98941], [-3.26212, -3.35335, 0.91247], [-4.53676, -0.92503, 2.32928], [-4.78171, -2.65883, 2.59516], [-4.32839, -1.61619, 3.93895], [-1.14522, -3.41126, 3.36165], [-2.36733, -2.95079, 4.55728], [-2.76327, -4.12181, 3.30039], [4.92213, -0.23442, 2.85820], [3.17738, -0.28595, 4.95422], [2.62707, 1.38251, 4.85699], [1.46832, 0.06856, 4.59794], [6.00959, -1.20821, 0.58574], [6.56907, 0.38890, 1.11186], [6.75609, -0.10006, -0.56845], [4.73756, 0.32469, -2.22902], [4.39926, -1.21779, -1.45309], [3.13999, 0.02787, -1.52067], [5.23526, 2.44099, 0.69359], [5.56087, 2.18446, -1.02784], [3.89233, 2.43597, -0.46765], [2.24151, 4.08788, -2.21396], [1.55134, 4.35587, -3.82426], [1.10820, 5.41600, -2.48855], [1.40153, 1.75361, -2.95575], [-0.29758, 1.37386, -2.61669], [0.15295, 2.14780, -4.14475], [-1.41772, 4.96380, -2.41709], [-0.97547, 4.37613, -4.01612], [-1.95521, 3.35545, -2.95658], [-4.74294, -0.30117, -0.90652], [-4.33543, -0.92437, -2.23836], [-5.41958, -0.61992, -3.27863], [-2.93083, -0.47177, -2.70785], [-2.54428, -1.13370, -4.02279], [-1.96731, -2.38526, -3.56954], [-1.58453, -2.19597, -2.31916], [-1.90861, -1.05959, -1.77953], [-0.95697, -3.36171, -1.67543], [-1.43664, -4.62666, -1.99776], [-0.91682, -5.74370, -1.35862], [0.09414, -5.60323, -0.42111], [0.59619, -4.34504, -0.11068], [0.06703, -3.22289, -0.73216], [0.87203, -1.60404, -0.68920], [1.66269, -1.71269, -2.32547], [1.21217, -0.96888, -3.40772], [1.78552, -1.13533, -4.66123], [2.80438, -2.05703, -4.84102], [3.22335, -2.84209, -3.77358], [2.64988, -2.68600, -2.52363], [2.14100, -1.72226, 0.60336], [3.51097, -1.79794, 0.33340], [4.42157, -2.05283, 1.36550], [3.97601, -2.20239, 2.66275], [2.61533, -2.06624, 2.94549], [1.70164, -1.82962, 1.91981], [-5.06457, 0.73404, -1.05106], [-3.93293, -0.31423, -0.17514], [-5.58876, -0.84802, -0.49149], [-4.27114, -2.00947, -2.09512], [-5.38583, 0.42789, -3.58809], [-6.39798, -0.79845, -2.83392], [-5.36566, -1.24301, -4.16823], [-2.85086, 0.61426, -2.73242], [-1.77961, -0.59183, -4.58388], [-3.37478, -1.35924, -4.67674], [-2.22298, -4.73085, -2.73224], [-1.29633, -6.72627, -1.60331], [0.50956, -6.47583, 0.06501], [1.40351, -4.25561, 0.60373], [0.41100, -0.26616, -3.27601], [1.43721, -0.54205, -5.49670], [3.25951, -2.18015, -5.81453], [3.99175, -3.59005, -3.91777], [2.95711, -3.34031, -1.71787], [3.87548, -1.69607, -0.67853], [5.47584, -2.14867, 1.13813], [4.67640, -2.43360, 3.45506], [2.26062, -2.17250, 3.96376], [0.64685, -1.74706, 2.14230], [-4.17389, 4.37591, 0.83264], [-4.22161, 3.31226, -0.27235], [-3.17513, 2.30433, -0.15687], [-2.36795, 1.49492, -0.09749], [-4.91306, 5.14236, 0.61220], [-3.19381, 4.84391, 0.88631], [-4.41234, 3.93947, 1.80119], [-4.12722, 3.76865, -1.25940], [-5.18224, 2.79351, -0.24429]],
  "total_charge": 3,
  "gap_ev": 4.594,
  "multiplicity": 1
}

2.
{
  "formula": "C3H7NO",
  "method": "the ωB97M-V functional and the def2-TZVPD basis",
  "symbols": ["C", "O", "C", "N", "H", "H", "H", "C", "H", "H", "H", "H"],
  "positions_angstrom": [[1.94993, -0.14900, 0.51790], [1.09589, 0.80549, -0.14954], [0.40764, 1.56737, 0.63463], [-0.23278, 2.27043, 1.30221], [2.65655, 0.37229, 1.16765], [1.34248, -0.85070, 1.09380], [2.47818, -0.66639, -0.28073], [-1.94646, -0.67352, -0.20673], [-1.31691, -0.45904, -1.07398], [-2.98995, -0.73493, -0.52237], [-1.64718, -1.62750, 0.23572], [-1.84041, 0.12638, 0.52874]],
  "e_above_lowest_kcal_mol": 48.9,
  "total_charge": 0,
  "gap_ev": 11.577,
  "multiplicity": 1,
  "smiles": "COC#N.C"
}

3.
{
  "formula": "C2H4N2OS2",
  "method": "the ωB97M-V functional and the def2-TZVPD basis",
  "symbols": ["C", "C", "H", "H", "H", "H", "N", "N", "O", "S", "S"],
  "positions_angstrom": [[1.89381, -0.96208, -0.13453], [-0.36752, 0.67271, 0.82882], [2.96119, 1.73323, -0.55747], [2.41816, -2.06907, 0.10306], [0.19691, 1.30107, 1.61247], [-3.48787, 0.81699, -0.71092], [2.85930, -0.03731, -0.22277], [-1.57087, 1.05831, 0.45304], [2.13834, 1.26712, -0.43958], [0.04750, -0.91828, 0.32055], [-2.38323, -0.16484, -0.48981]],
  "e_above_lowest_kcal_mol": 112.0,
  "total_charge": 0,
  "gap_ev": 8.939,
  "multiplicity": 1
}

4.
{
  "formula": "C42H53FeN6Te",
  "method": "the ωB97M-V functional and the def2-TZVPD basis",
  "symbols": ["Fe", "C", "C", "C", "C", "C", "C", "C", "N", "C", "C", "C", "C", "C", "C", "C", "C", "C", "C", "N", "C", "C", "C", "N", "C", "C", "C", "C", "C", "C", "C", "C", "C", "C", "C", "C", "C", "C", "N", "C", "C", "H", "H", "H", "H", "H", "H", "H", "H", "H", "H", "H", "H", "H", "H", "H", "H", "H", "H", "H", "H", "H", "H", "H", "H", "H", "H", "H", "H", "H", "H", "H", "H", "H", "H", "H", "H", "H", "H", "H", "H", "H", "H", "H", "H", "Te", "C", "C", "C", "C", "C", "C", "H", "H", "H", "H", "H", "N", "N", "H", "H", "H", "H"],
  "positions_angstrom": [[-0.32982, 0.07536, 0.32975], [-1.88497, 1.86964, -5.32226], [-3.03522, 1.60741, -4.34422], [-2.59583, 1.67739, -2.91622], [-2.73948, 2.69475, -2.03090], [-3.34119, 4.04650, -2.25066], [-2.27863, 5.09948, -2.58198], [-2.09261, 2.25969, -0.80472], [-1.57621, 1.01234, -0.95013], [-1.86909, 0.63143, -2.21561], [-1.53801, -0.59575, -2.76917], [-0.80356, -1.58927, -2.14982], [-0.53501, -2.89117, -2.74087], [-1.01317, -3.34886, -4.08281], [-0.09890, -2.86787, -5.21451], [0.23050, -3.56292, -1.85018], [0.42553, -2.66566, -0.72164], [1.18993, -2.97197, 0.38993], [1.35804, -2.15924, 1.50042], [0.73891, -0.96581, 1.68700], [1.13924, -0.52411, 2.90953], [0.71300, 0.64626, 3.51055], [-0.14190, 1.58287, 2.95193], [-0.64618, 1.52307, 1.69270], [-1.38357, 2.65316, 1.52527], [-2.03246, 3.01172, 0.35508], [-1.36909, 3.45490, 2.73610], [-0.59223, 2.78823, 3.62544], [-0.27042, 3.16240, 5.03852], [-1.12454, 2.40046, 6.05613], [-2.04344, 4.78059, 2.90703], [-1.17988, 5.93701, 2.39335], [2.04824, -1.47356, 3.52600], [2.18508, -2.49602, 2.64581], [3.04082, -3.71826, 2.76349], [4.35454, -3.58224, 1.98721], [2.67109, -1.32430, 4.87901], [1.72583, -1.73907, 6.01107], [-0.20516, -1.48165, -0.93394], [0.73168, -4.97043, -1.93604], [-0.17573, -5.95518, -1.19275], [-2.22125, 1.79568, -6.35920], [-1.07626, 1.15396, -5.16912], [-1.47014, 2.86652, -5.16639], [-3.46457, 0.62208, -4.54826], [-3.83222, 2.33517, -4.51667], [-3.88976, 4.35677, -1.35697], [-4.07103, 3.99540, -3.06267], [-1.54667, 5.17236, -1.77646], [-2.72752, 6.08363, -2.73596], [-1.73643, 4.82217, -3.48701], [-1.88630, -0.79452, -3.77566], [-2.03017, -2.98741, -4.25578], [-1.06829, -4.44056, -4.09708], [-0.03328, -1.77890, -5.22183], [-0.46309, -3.19949, -6.18976], [0.91356, -3.25022, -5.07527], [1.70913, -3.92301, 0.38805], [1.09706, 0.86083, 4.50088], [-2.51942, 3.97958, 0.34084], [-0.41985, 4.23681, 5.17027], [0.78744, 2.97109, 5.23809], [-2.18383, 2.61327, 5.90031], [-0.86649, 2.67505, 7.08139], [-0.98499, 1.32391, 5.94438], [-2.27730, 4.93976, 3.96294], [-2.99930, 4.77950, 2.37696], [-0.22030, 5.95603, 2.91241], [-1.67264, 6.90044, 2.54323], [-0.97126, 5.81740, 1.32922], [2.49069, -4.58921, 2.39580], [3.25713, -3.91193, 3.81703], [4.16050, -3.40921, 0.92786], [4.96867, -4.48059, 2.08362], [4.92842, -2.73047, 2.35528], [2.98104, -0.28647, 5.02506], [3.57980, -1.92884, 4.92724], [0.82254, -1.12672, 6.00330], [2.20198, -1.63245, 6.98839], [1.41843, -2.77927, 5.88942], [1.74267, -5.02908, -1.52347], [0.80953, -5.26490, -2.98547], [-0.23924, -5.69361, -0.13543], [0.19460, -6.97963, -1.27382], [-1.18784, -5.92231, -1.60024], [1.63325, 1.59458, -0.50385], [2.54153, 0.64731, -2.16728], [2.91119, 1.37927, -3.29885], [3.50930, 0.76693, -4.39322], [3.74861, -0.60103, -4.39098], [3.38808, -1.34260, -3.27232], [2.80076, -0.72552, -2.17678], [2.71351, 2.44478, -3.32374], [3.78524, 1.36327, -5.25644], [4.20925, -1.08095, -5.24653], [3.56919, -2.41253, -3.24847], [2.53922, -1.31376, -1.30919], [-2.12736, -1.68305, 2.24902], [-2.19421, -0.75717, 1.12312], [-2.00429, -1.09415, 3.06852], [-1.21643, -2.12300, 2.14504], [-2.76485, 0.03000, 1.40948], [-2.70186, -1.24229, 0.39020]],
  "total_charge": -1,
  "gap_ev": 5.133,
  "multiplicity": 1
}

5.
{
  "formula": "C5H12NS",
  "method": "the ωB97M-V functional and the def2-TZVPD basis",
  "symbols": ["C", "C", "C", "S", "N", "C", "C", "H", "H", "H", "H", "H", "H", "H", "H", "H", "H", "H", "H"],
  "positions_angstrom": [[-0.03254, 1.71620, 0.63782], [-0.46706, 0.69859, -0.36342], [-1.74539, 0.07377, -0.10289], [-2.95645, 0.99594, 0.60610], [0.64613, -0.30871, -0.32115], [0.85428, -0.87024, 1.06687], [0.56883, -1.32580, -1.34919], [-0.16027, 1.55544, 1.70679], [-0.76263, 2.60097, 0.68118], [0.94676, 2.19823, 0.53234], [-0.47223, 1.26218, -1.28727], [-1.85841, -0.91926, -0.51624], [1.51094, 0.26252, -0.51587], [-0.13427, -0.97653, 1.58785], [1.19281, -1.82556, 0.99481], [1.55542, -0.21238, 1.58382], [-0.22234, -2.08945, -1.00525], [0.06816, -0.99165, -2.31383], [1.46829, -1.84425, -1.62248]],
  "e_above_lowest_kcal_mol": 56.6,
  "total_charge": 1,
  "gap_ev": [8.127, 8.127],
  "multiplicity": 1,
  "smiles": "C[C@H](C=S)[NH+](C)C"
}

6.
{
  "formula": "C4H14N5",
  "method": "the ωB97M-V functional and the def2-TZVPD basis",
  "symbols": ["C", "C", "C", "C", "N", "N", "N", "N", "N", "H", "H", "H", "H", "H", "H", "H", "H", "H", "H", "H", "H", "H", "H"],
  "positions_angstrom": [[1.05550, -0.54047, 2.05855], [-2.08502, -0.47269, -1.43013], [-0.69275, -2.23910, 2.13212], [1.73123, 2.25087, -1.71762], [1.61897, 0.54364, 1.43748], [-0.14485, 0.76218, -1.49483], [-0.88123, 0.00479, -0.87503], [0.18726, -1.24568, 1.49109], [0.83555, 1.36396, -1.03557], [1.31789, -0.68079, 3.07790], [-2.05182, -1.60986, -1.35785], [-2.90150, -0.12853, -0.62826], [-2.09324, -0.01994, -2.48989], [-1.00211, -3.11453, 1.54047], [-0.07214, -2.76317, 2.83653], [-1.64358, -1.83366, 2.53620], [1.66141, 3.23835, -1.44478], [2.79338, 1.98396, -1.49548], [1.45868, 2.14103, -2.82509], [1.20440, 0.76107, 0.52173], [-0.69500, 1.08425, -2.42269], [-0.23142, -0.89194, 0.58010], [2.48226, 0.89045, 1.80717]],
  "e_above_lowest_kcal_mol": 21.7,
  "total_charge": 1,
  "gap_ev": 9.604,
  "multiplicity": 1
}